Density functional theory data (wB97M-V/def2-TZVPD) for 2 unconnected molecules or ions with the total composition C4H10N3.

Computed properties:
E_LUMO = -5.56 eV
Energy relative to the best compared isomer or geometry (same formula, charge and spin) = 383.7 kJ/mol
Charge = +1
Gap between HOMO and LUMO = 10.393 eV
2S+1 = 1
Molecular weight = 100.14 g/mol
Total energy = -322.31443 a.u.

Structure (XYZ):
```
17
C4H10N3 wB97M-V/def2-TZVPD
C -1.35694 3.68575 0.03162
C -0.42953 -0.32140 -1.63334
C 1.06586 -1.80862 1.14557
C 0.70594 -0.08654 -0.54000
N -0.77081 2.74925 -0.31255
N -0.64256 -0.22303 1.27272
N 0.29364 -0.72262 0.66316
H -2.12731 4.32248 0.31460
H -0.84279 -0.81677 2.01870
H -1.23141 -0.37100 -0.96593
H -0.49239 0.49371 -2.33475
H -0.20062 -1.21282 -2.20820
H 1.13761 -2.62780 0.49873
H 0.59990 -2.22541 2.08562
H 2.06619 -1.41861 1.22747
H 0.63440 1.01892 -0.35787
H 1.59082 -0.43548 -0.90555
```

Results of the Löwdin charge analysis, in e, for atoms 1 through 2:
1 C 0.000
2 C -0.007